Here is a molecular structure, C8H27ClNNbO5P in a non-equilibrium geometry from OMol25. Energies are from wB97M-V/def2-TZVPD.

Summary:
HOMO   -3.7 eV
LUMO energy   2.79 eV
Kohn-Sham gap   6.5 eV
ΔE to the lowest compared entry with this formula, charge and spin   0.0 kJ/mol
Charge   -1
DFT total energy   -1610.33701 hartree

Last column: natural (NBO) charge in e.
CARTESIAN COORDINATES (ANGSTROEM)
N  -2.70  1.32  -1.19  -1.176
P  -1.87  0.20  -0.19  0.916
O  -0.80  -0.32  -1.34  -1.004
Nb  -0.96  1.68  1.65  0.845
Cl  -0.07  3.00  -0.13  -0.512
H  -2.05  2.00  -1.59  0.383
H  -3.31  1.87  -0.58  0.390
H  -0.17  -0.90  -0.89  0.495
H  -0.03  0.08  1.43  -0.318
H  0.53  2.22  2.50  -0.276
H  -2.50  2.79  1.78  -0.391
H  -1.80  0.93  3.06  -0.346
C  -3.13  -1.30  -3.40  -0.270
O  -3.74  -2.38  -2.71  -0.552
C  -5.00  -2.75  -3.21  -0.083
C  -4.93  -3.99  -4.08  -0.085
O  -4.19  -3.79  -5.27  -0.554
C  -2.85  -4.23  -5.18  -0.253
H  -2.09  -1.26  -3.09  0.217
H  -3.19  -1.46  -4.49  0.157
H  -3.60  -0.35  -3.14  0.194
H  -5.46  -1.93  -3.77  0.170
H  -5.65  -2.98  -2.35  0.179
H  -5.95  -4.28  -4.38  0.175
H  -4.51  -4.82  -3.50  0.167
H  -2.79  -5.32  -5.22  0.157
H  -2.37  -3.88  -4.26  0.190
H  -2.32  -3.81  -6.04  0.186
C  3.37  2.76  2.59  -0.255
O  3.50  1.62  3.42  -0.545
C  4.63  0.83  3.13  -0.084
C  5.76  1.06  4.11  -0.086
O  6.29  2.38  4.04  -0.554
C  5.76  3.26  5.01  -0.253
H  2.61  3.41  3.03  0.203
H  4.32  3.30  2.52  0.159
H  3.02  2.49  1.59  0.190
H  4.98  1.00  2.11  0.170
H  4.33  -0.22  3.21  0.182
H  6.58  0.37  3.89  0.175
H  5.41  0.86  5.13  0.167
H  6.18  3.05  6.00  0.157
H  4.68  3.19  5.06  0.190
H  6.05  4.27  4.71  0.185